[1]
Here is a structure of composition C33H37ClDyO2Si2 from OMol25. Energies are from ωB97M-V/def2-TZVPD.

The geometry in XYZ format:
```
76
C33H37ClDyO2Si2, DFT ωB97M-V/def2-TZVPD
C 1.55 1.06 -0.14
C 1.72 0.81 -1.54
C 0.76 1.59 -2.25
H 2.49 0.18 -1.97
C 0.01 2.36 -1.29
C 0.50 2.03 0.01
H 0.24 2.55 0.93
H 2.20 0.69 0.65
H 0.66 1.66 -3.33
H -0.74 3.11 -1.51
Dy -0.69 -0.07 -0.91
Si -2.74 -0.22 -5.65
C -2.90 -1.98 -6.36
C -4.21 -2.48 -6.30
H -5.00 -1.87 -5.84
C -4.56 -3.70 -6.87
H -5.58 -4.06 -6.75
C -3.58 -4.44 -7.54
H -3.85 -5.40 -7.98
C -2.28 -3.95 -7.62
H -1.50 -4.54 -8.12
C -1.94 -2.73 -7.03
H -0.90 -2.35 -7.08
C -4.22 0.42 -6.79
C -4.52 -0.01 -8.12
H -3.74 -0.42 -8.77
C -5.83 0.02 -8.63
H -6.05 -0.39 -9.61
C -6.85 0.59 -7.86
H -7.89 0.57 -8.22
C -6.51 1.24 -6.67
H -7.27 1.79 -6.11
C -5.19 1.22 -6.19
H -4.93 1.83 -5.32
H -1.47 0.25 -6.27
Si -4.62 -3.05 -3.42
C -4.19 -1.22 -3.29
C -2.91 -0.63 -3.82
H -2.02 -1.30 -3.82
C -2.67 0.80 -3.72
H -1.67 1.24 -3.96
C -3.64 1.60 -3.08
H -3.39 2.64 -2.85
C -4.82 1.06 -2.61
H -5.53 1.68 -2.06
C -5.08 -0.32 -2.70
H -6.00 -0.70 -2.22
C -3.04 -3.99 -3.45
C -1.91 -3.33 -2.89
H -2.02 -2.81 -1.94
C -0.75 -3.30 -3.68
H -0.04 -2.46 -3.62
C -0.51 -4.39 -4.53
H 0.46 -4.46 -5.03
C -1.49 -5.37 -4.68
H -1.27 -6.28 -5.24
C -2.78 -5.17 -4.19
H -3.59 -5.86 -4.40
H -5.33 -3.50 -2.34
Cl -2.93 0.61 -0.10
C 0.85 -3.08 -0.99
O 0.40 -2.01 -0.13
C 0.78 -2.31 1.25
C 0.12 -1.36 2.21
O -0.42 -0.21 1.52
C -0.96 0.68 2.54
H 0.08 -3.85 -1.05
H 1.06 -2.66 -1.98
H 1.77 -3.53 -0.59
H 0.45 -3.32 1.48
H 1.87 -2.23 1.34
H -0.72 -1.85 2.70
H 0.84 -1.01 2.97
H -1.23 0.08 3.43
H -0.21 1.41 2.83
H -1.86 1.15 2.13
```

## Properties
Multiplicity: 6
Net charge: +1
LUMO energy (alpha / beta): -0.177 / -0.160 Ha
HOMO-LUMO gap (alpha / beta): 3.880 / 5.324 eV

***

[2]
Here is a structure of composition C8H15N2O2S from OMol25. Energies are from ωB97M-V/def2-TZVPD.

The geometry in XYZ format:
```
28
C8H15N2O2S, DFT ωB97M-V/def2-TZVPD
C -0.98 -0.60 0.35
C -0.37 -0.05 -0.70
C -0.28 1.22 2.52
C 0.50 -1.86 -2.00
C 2.95 0.50 -0.20
C -3.55 -0.85 1.13
C -0.36 -0.62 -2.15
C 1.69 1.14 -1.00
N -1.04 0.44 2.92
N 0.45 2.25 2.12
O -1.57 -0.66 3.21
O 0.45 0.99 -0.35
S -1.92 -1.68 1.17
H 1.09 -2.15 -2.97
H 0.06 -2.76 -1.60
H 1.45 -1.65 -1.29
H 2.80 -0.50 0.12
H 3.77 0.62 -0.92
H 3.24 1.12 0.63
H -3.48 -0.38 2.06
H -4.26 -1.67 0.97
H -3.73 -0.05 0.40
H 0.15 -0.05 -2.80
H -1.33 -0.93 -2.49
H 1.68 0.57 -1.91
H 1.72 2.15 -1.22
H 0.37 2.50 1.14
H 0.49 2.94 2.84
```

## Properties
Net charge: +1
LUMO energy: -0.173 Ha
HOMO-LUMO gap: 8.254 eV

***

[3]
Here is a structure of composition C20H17AuNP from OMol25. Energies are from ωB97M-V/def2-TZVPD.

The geometry in XYZ format:
```
40
C20H17AuNP, DFT ωB97M-V/def2-TZVPD
Au -0.24 0.43 -1.10
C 1.99 1.74 2.97
P 0.69 0.95 1.92
C 0.84 -0.80 2.45
C 2.05 -1.42 2.75
C 2.09 -2.75 3.14
C 0.91 -3.48 3.22
C -0.30 -2.88 2.91
C -0.34 -1.54 2.54
C 1.61 0.89 0.31
C 1.91 -0.30 -0.37
C 2.70 -0.27 -1.54
C 3.18 0.92 -2.02
C 2.85 2.12 -1.38
C 2.07 2.11 -0.25
H 2.98 1.30 2.84
H 1.68 1.64 4.01
H 2.05 2.80 2.74
H 2.98 -0.86 2.68
H 3.03 -3.22 3.37
H 0.94 -4.52 3.52
H -1.22 -3.45 2.97
H -1.28 -1.07 2.30
H 1.63 -1.25 0.06
H 2.93 -1.20 -2.04
H 3.80 0.93 -2.91
H 3.21 3.06 -1.77
H 1.81 3.05 0.23
N -6.97 0.71 -4.22
C -5.93 0.67 -3.74
C -4.62 0.62 -3.14
C -3.56 1.31 -3.72
C -2.30 1.25 -3.13
C -2.07 0.51 -1.96
C -3.16 -0.17 -1.40
C -4.42 -0.12 -1.98
H -3.72 1.88 -4.62
H -1.49 1.79 -3.60
H -3.03 -0.75 -0.50
H -5.25 -0.65 -1.53
```

## Properties
LUMO energy: 0.009 Ha
HOMO-LUMO gap: 8.962 eV

***

Values of E_tot, in order: -91266.315; -26435.970; -35486.264, all in eV.
Values of energy above the lowest of the compared OMol25 structures with the same formula, charge and spin, in order: 1.653; 5.535; 0.052, all in eV.